1.
Density functional theory data (ωB97M-V with the def2-TZVPD basis set) for a structure of composition C42H55F7O7Zr in a non-equilibrium geometry.

* energy: -2904.86467 Ha
* net charge: +2
* frontier orbital gap: 0.043 Ha

Atoms and positions in Å:
Zr: 3.42 -1.62 5.14
C: -1.58 -0.41 8.05
O: -1.44 -0.48 9.46
O: -0.36 -0.80 7.55
C: -2.83 -1.23 7.64
F: -2.91 -1.28 6.31
F: -2.73 -2.49 8.05
F: -3.99 -0.73 8.10
C: -2.22 0.33 10.26
C: -1.49 1.58 10.78
H: -1.67 1.82 11.82
H: -0.45 1.29 10.64
H: -1.75 2.43 10.14
H: -2.60 -0.26 11.10
H: -3.11 0.80 9.84
H: -1.57 0.62 7.68
C: -0.57 1.16 0.68
C: 0.78 0.49 0.68
O: 1.15 -0.12 1.83
H: -1.38 0.50 1.00
H: -0.85 1.29 -0.37
H: -0.78 2.10 1.18
H: 1.45 1.31 0.42
H: 0.75 -0.16 -0.20
F: 6.02 -2.30 -5.52
C: 5.18 -1.77 -6.44
C: 3.87 -1.43 -6.00
C: 2.97 -0.89 -6.90
C: 3.43 -0.77 -8.19
C: 4.74 -1.16 -8.59
C: 5.60 -1.62 -7.68
H: 3.59 -1.50 -4.96
H: 1.98 -0.60 -6.60
H: 2.80 -0.22 -8.88
H: 5.03 -1.06 -9.62
H: 6.61 -1.92 -7.94
F: 0.11 -5.94 -3.17
C: -1.22 -6.14 -2.80
C: -2.10 -5.03 -2.72
C: -3.47 -5.18 -2.44
C: -3.90 -6.50 -2.33
C: -3.03 -7.61 -2.37
C: -1.68 -7.43 -2.62
H: -1.56 -4.13 -2.99
H: -4.11 -4.34 -2.21
H: -4.90 -6.77 -2.02
H: -3.29 -8.64 -2.16
H: -0.95 -8.22 -2.69
F: -3.23 4.85 -4.35
C: -3.61 4.57 -5.54
C: -4.58 5.43 -6.04
C: -4.90 5.42 -7.37
C: -4.32 4.38 -8.13
C: -3.35 3.54 -7.61
C: -2.96 3.68 -6.34
H: -5.09 6.10 -5.37
H: -5.56 6.18 -7.76
H: -4.42 4.22 -9.19
H: -2.77 2.94 -8.29
H: -2.11 3.20 -5.88
F: 2.12 4.56 -5.77
C: 2.35 5.43 -4.77
C: 2.05 6.77 -4.90
C: 2.27 7.70 -3.84
C: 2.80 7.26 -2.68
C: 3.18 5.94 -2.56
C: 2.99 5.00 -3.59
H: 1.49 7.07 -5.78
H: 1.93 8.72 -3.96
H: 2.98 7.86 -1.80
H: 3.59 5.48 -1.67
H: 3.43 4.02 -3.54
C: 7.40 -5.13 0.94
C: 5.90 -5.12 0.87
O: 5.23 -4.33 1.59
C: 5.26 -6.02 -0.14
H: 7.71 -5.36 1.96
H: 7.73 -4.14 0.64
H: 7.84 -5.91 0.32
H: 5.46 -7.08 -0.01
H: 5.58 -5.70 -1.13
H: 4.22 -5.70 -0.08
C: -0.84 -6.28 2.99
C: 0.08 -6.19 4.14
O: 0.93 -5.35 4.29
C: -0.09 -7.23 5.27
H: -0.50 -5.49 2.31
H: -1.84 -5.95 3.25
H: -0.83 -7.28 2.54
H: -1.17 -7.41 5.24
H: 0.17 -6.85 6.26
H: 0.42 -8.18 5.14
C: -7.76 2.16 -1.50
C: -7.24 3.29 -0.59
O: -7.90 4.32 -0.57
C: -6.02 3.00 0.22
H: -8.70 1.78 -1.09
H: -7.03 1.40 -1.80
H: -8.24 2.49 -2.43
H: -6.36 2.42 1.08
H: -5.51 3.88 0.62
H: -5.47 2.34 -0.44
C: 2.61 4.93 6.81
C: 3.25 4.21 5.68
O: 3.19 3.00 5.50
C: 3.90 5.06 4.58
H: 3.16 5.73 7.30
H: 2.30 4.26 7.62
H: 1.70 5.44 6.51
H: 3.41 5.97 4.25
H: 3.95 4.43 3.69
H: 4.89 5.32 4.94

2.
Density functional theory data (ωB97M-V with the def2-TZVPD basis set) for a structure of composition C43H71NO3P2S3ScSi in a non-equilibrium geometry.

* energy: -4888.33839 Ha
* relative energy (zero: lowest compared OMol25 entry of this formula, charge and spin): 1.4290 eV
* net charge: +3
* frontier orbital gap: 0.277 Ha

Atoms and positions in Å:
Sc: -0.03 -0.23 -1.08
C: 3.18 -2.96 0.39
Si: 2.03 -1.67 1.10
C: 1.19 -1.87 2.73
C: 1.77 -1.49 3.95
C: 1.09 -1.61 5.15
C: -0.24 -2.02 5.14
C: -0.91 -2.27 3.94
C: -0.18 -2.26 2.76
P: -0.83 -2.68 1.12
C: -1.03 -4.37 0.61
C: 0.20 -5.15 0.14
C: 1.06 -5.68 1.30
C: 0.22 -6.56 2.21
C: -0.95 -5.74 2.78
C: -1.81 -5.17 1.67
C: -2.29 -1.86 0.35
C: -2.50 -0.38 0.71
C: -3.24 -0.20 2.05
C: -4.58 -0.94 2.02
C: -4.40 -2.43 1.70
C: -3.65 -2.59 0.39
C: 2.90 -0.02 0.99
C: 4.24 -0.28 1.17
C: 5.19 0.74 1.30
C: 4.80 2.07 1.25
C: 3.45 2.36 1.07
C: 2.51 1.34 0.92
P: 0.79 1.88 0.49
C: 0.11 2.54 2.07
C: -1.42 2.80 2.11
C: -1.90 3.01 3.56
C: -0.78 3.48 4.51
C: 0.37 2.50 4.55
C: 0.54 1.66 3.27
C: 1.07 3.25 -0.73
C: 1.08 4.70 -0.26
C: -0.31 5.24 0.12
C: -1.41 4.92 -0.92
C: -1.33 3.46 -1.42
C: 0.10 3.12 -1.89
H: 3.96 -3.31 1.11
H: 2.71 -3.90 0.08
H: 3.70 -2.51 -0.44
H: 2.80 -1.11 3.91
H: 1.54 -1.44 6.12
H: -0.75 -2.14 6.08
H: -1.97 -2.55 3.91
H: -1.64 -4.26 -0.31
H: -0.21 -6.03 -0.36
H: 0.81 -4.58 -0.58
H: 1.92 -6.20 0.88
H: 1.40 -4.84 1.88
H: -0.14 -7.42 1.62
H: 0.76 -6.98 3.05
H: -1.56 -6.36 3.41
H: -0.50 -4.95 3.42
H: -2.39 -5.96 1.15
H: -2.62 -4.52 2.13
H: -2.02 -1.99 -0.72
H: -1.55 0.21 0.78
H: -3.13 0.07 -0.08
H: -2.65 -0.58 2.88
H: -3.40 0.85 2.16
H: -5.09 -0.87 2.97
H: -5.24 -0.44 1.28
H: -3.83 -2.86 2.51
H: -5.36 -2.94 1.70
H: -3.52 -3.65 0.14
H: -4.25 -2.18 -0.42
H: 4.63 -1.28 1.25
H: 6.24 0.46 1.47
H: 5.50 2.86 1.29
H: 3.12 3.40 1.09
H: 0.64 3.48 2.15
H: -1.68 3.68 1.54
H: -1.97 1.97 1.65
H: -2.78 3.70 3.59
H: -2.27 2.05 3.99
H: -0.46 4.50 4.25
H: -1.22 3.54 5.52
H: 1.30 3.00 4.70
H: 0.24 1.83 5.40
H: 1.58 1.34 3.21
H: -0.17 0.76 3.29
H: 2.03 3.01 -1.19
H: 1.80 4.87 0.58
H: 1.44 5.28 -1.12
H: -0.57 4.88 1.12
H: -0.22 6.31 0.24
H: -2.40 5.12 -0.47
H: -1.32 5.63 -1.73
H: -1.60 2.81 -0.57
H: -2.07 3.25 -2.21
H: 0.11 2.12 -2.39
H: 0.37 3.87 -2.60
C: 0.45 3.06 -5.71
C: 1.96 2.99 -5.46
S: 2.69 1.70 -4.45
C: 2.90 0.23 -5.47
C: 1.72 -0.33 -6.27
S: 0.14 -0.42 -5.41
C: -0.95 -0.13 -6.87
C: -1.22 1.33 -7.23
S: 0.15 2.45 -7.41
H: 0.16 4.11 -5.59
H: -0.13 2.49 -4.97
H: 2.32 3.86 -4.91
H: 2.53 3.03 -6.39
H: 3.19 -0.52 -4.77
H: 3.71 0.38 -6.16
H: 1.94 -1.31 -6.65
H: 1.49 0.31 -7.15
H: -1.89 -0.66 -6.69
H: -0.50 -0.71 -7.66
H: -1.93 1.79 -6.51
H: -1.78 1.30 -8.17
O: 1.51 0.15 -2.39
H: 1.75 0.79 -3.20
H: 2.00 -0.64 -2.64
O: 0.43 -2.04 -1.13
N: 0.39 -1.82 0.29
O: -1.61 0.13 -2.56
H: -2.26 0.86 -2.56
H: -1.30 -0.04 -3.49

3.
Density functional theory data (ωB97M-V with the def2-TZVPD basis set) for an isolated molecule of C7H7N in a non-equilibrium geometry.

* energy: -325.57950 Ha
* relative energy (zero: lowest compared OMol25 entry of this formula, charge and spin): 2.1550 eV
* SMILES: N#CC1=C[C@H]2C[C@@H]1C2
* frontier orbital gap: 0.360 Ha

Atoms and positions in Å:
N: -3.77 -0.12 0.00
C: -2.60 0.00 -0.06
C: -1.19 0.05 -0.12
C: -0.44 1.17 -0.02
C: 1.04 0.81 0.03
C: 0.81 -0.34 1.04
C: -0.04 -0.98 -0.06
C: 1.00 -0.37 -1.01
H: -0.74 2.22 -0.11
H: 1.73 1.62 0.07
H: 0.07 -0.09 1.91
H: 1.66 -0.94 1.45
H: -0.27 -2.08 -0.11
H: 2.04 -0.89 -0.97
H: 0.72 -0.06 -2.03

4.
Density functional theory data (ωB97M-V with the def2-TZVPD basis set) for a cluster of 10 separate species, C44H116N8O13 in total in a non-equilibrium geometry.

* energy: -3161.99789 Ha
* relative energy (zero: lowest compared OMol25 entry of this formula, charge and spin): 0.0000 eV
* SMILES: COC[C@H](C)N.COC[C@H](C)N.COC[C@H](C)N.COC[C@H](C)N.COC[C@H](C)N.COCCNCCOC.COCCNCCOC.COCCNCCOC.CC(C)O.CC(C)O
* frontier orbital gap: 0.321 Ha

Atoms and positions in Å:
C: -20.96 -15.17 -6.80
O: -21.00 -13.81 -6.54
C: -22.27 -13.38 -6.07
C: -22.16 -11.99 -5.50
C: -21.09 -11.92 -4.40
N: -23.48 -11.54 -5.06
H: -21.77 -15.48 -7.48
H: -21.09 -15.79 -5.89
H: -20.01 -15.42 -7.28
H: -23.02 -13.42 -6.88
H: -22.65 -14.09 -5.31
H: -21.82 -11.34 -6.32
H: -20.20 -12.50 -4.68
H: -21.48 -12.26 -3.44
H: -20.73 -10.90 -4.28
H: -23.68 -12.00 -4.18
H: -23.34 -10.58 -4.72
C: -16.80 -9.19 -4.78
O: -18.03 -9.17 -4.07
C: -18.35 -7.89 -3.57
C: -17.33 -7.21 -2.67
C: -16.98 -8.09 -1.49
N: -17.88 -5.93 -2.17
H: -16.70 -10.17 -5.23
H: -15.96 -8.97 -4.12
H: -16.79 -8.43 -5.57
H: -18.64 -7.23 -4.40
H: -19.30 -7.99 -3.04
H: -16.44 -6.89 -3.22
H: -16.37 -7.56 -0.76
H: -16.52 -9.02 -1.83
H: -17.89 -8.36 -0.94
H: -18.69 -6.07 -1.58
H: -18.09 -5.30 -2.92
C: -20.44 -15.18 -10.74
O: -21.52 -14.37 -11.11
C: -21.35 -13.71 -12.35
C: -20.62 -12.39 -12.17
C: -21.32 -11.53 -11.15
N: -20.49 -11.65 -13.44
H: -20.55 -16.23 -11.03
H: -20.27 -15.15 -9.66
H: -19.50 -14.87 -11.22
H: -20.80 -14.34 -13.07
H: -22.36 -13.55 -12.76
H: -19.62 -12.66 -11.81
H: -22.37 -11.43 -11.43
H: -20.95 -10.50 -11.20
H: -21.31 -11.96 -10.15
H: -19.56 -11.25 -13.45
H: -20.50 -12.30 -14.22
C: -19.72 -18.39 -8.39
O: -18.92 -17.38 -8.95
C: -17.54 -17.61 -8.81
C: -16.81 -16.32 -9.10
C: -16.67 -16.07 -10.60
N: -15.45 -16.25 -8.49
H: -19.49 -19.38 -8.80
H: -20.75 -18.15 -8.68
H: -19.66 -18.39 -7.30
H: -17.35 -17.88 -7.75
H: -17.18 -18.44 -9.43
H: -17.38 -15.47 -8.73
H: -17.66 -16.16 -11.05
H: -15.99 -16.76 -11.09
H: -16.31 -15.06 -10.80
H: -15.59 -16.27 -7.47
H: -15.00 -17.15 -8.65
C: -16.42 -7.11 -11.54
O: -17.17 -8.25 -11.82
C: -16.49 -9.45 -11.51
C: -17.25 -10.62 -12.09
C: -16.55 -11.93 -11.74
N: -17.44 -10.51 -13.55
H: -15.37 -7.20 -11.89
H: -16.33 -6.88 -10.47
H: -16.87 -6.26 -12.06
H: -15.48 -9.44 -11.97
H: -16.36 -9.55 -10.43
H: -18.26 -10.61 -11.67
H: -15.91 -12.23 -12.58
H: -17.29 -12.74 -11.63
H: -15.96 -11.87 -10.83
H: -18.11 -9.78 -13.74
H: -16.60 -10.21 -14.02
C: -19.29 -6.62 -9.43
O: -19.61 -5.26 -9.52
C: -20.72 -4.99 -10.35
C: -22.03 -5.39 -9.71
N: -22.19 -4.68 -8.45
C: -23.48 -5.00 -7.84
C: -23.75 -4.17 -6.63
O: -22.77 -4.42 -5.64
C: -22.58 -3.34 -4.77
H: -18.93 -6.99 -10.40
H: -20.14 -7.27 -9.15
H: -18.51 -6.75 -8.69
H: -20.61 -5.50 -11.32
H: -20.70 -3.91 -10.54
H: -22.03 -6.48 -9.58
H: -22.84 -5.10 -10.38
H: -21.51 -5.07 -7.80
H: -23.55 -6.07 -7.60
H: -24.30 -4.81 -8.54
H: -24.74 -4.43 -6.23
H: -23.83 -3.10 -6.89
H: -21.73 -3.55 -4.12
H: -23.46 -3.15 -4.15
H: -22.36 -2.41 -5.32
C: -21.54 -8.16 -5.91
O: -22.55 -8.55 -5.01
C: -22.41 -7.90 -3.75
C: -23.50 -8.32 -2.83
N: -23.40 -9.72 -2.41
C: -22.27 -10.03 -1.54
C: -22.09 -9.14 -0.33
O: -23.27 -9.16 0.45
C: -23.13 -8.45 1.66
H: -21.58 -7.08 -6.09
H: -21.75 -8.68 -6.84
H: -20.51 -8.42 -5.62
H: -22.51 -6.82 -3.90
H: -21.42 -8.18 -3.38
H: -24.48 -8.19 -3.31
H: -23.56 -7.66 -1.94
H: -24.26 -10.04 -1.99
H: -21.35 -9.95 -2.13
H: -22.38 -11.07 -1.22
H: -21.85 -8.10 -0.62
H: -21.25 -9.51 0.27
H: -22.81 -7.41 1.48
H: -22.41 -8.93 2.33
H: -24.11 -8.38 2.12
C: -27.62 -3.61 -8.06
O: -26.99 -4.75 -7.55
C: -27.79 -5.55 -6.73
C: -26.88 -6.57 -6.06
N: -26.35 -7.49 -7.04
C: -25.50 -8.53 -6.45
C: -24.94 -9.43 -7.53
O: -24.00 -8.69 -8.30
C: -23.28 -9.52 -9.16
H: -26.95 -3.14 -8.77
H: -27.84 -2.90 -7.25
H: -28.58 -3.85 -8.53
H: -28.58 -6.06 -7.29
H: -28.31 -4.97 -5.95
H: -27.45 -7.18 -5.35
H: -26.08 -6.03 -5.52
H: -25.86 -7.00 -7.79
H: -26.11 -9.12 -5.76
H: -24.65 -8.06 -5.95
H: -25.75 -9.87 -8.13
H: -24.40 -10.23 -7.01
H: -22.87 -10.39 -8.63
H: -22.43 -8.97 -9.58
H: -23.85 -9.85 -10.04
C: -19.20 -10.32 -7.91
C: -18.34 -11.55 -7.74
C: -18.73 -12.69 -8.67
O: -17.02 -11.10 -8.10
H: -18.87 -9.60 -7.15
H: -20.29 -10.40 -7.82
H: -19.01 -9.93 -8.91
H: -18.38 -11.91 -6.70
H: -19.79 -12.91 -8.67
H: -18.17 -13.59 -8.39
H: -18.41 -12.48 -9.70
H: -16.45 -11.86 -7.94
C: -13.14 -13.37 -9.41
C: -13.71 -13.18 -8.02
C: -13.50 -11.82 -7.44
O: -15.13 -13.42 -8.02
H: -12.07 -13.16 -9.42
H: -13.60 -12.74 -10.18
H: -13.27 -14.41 -9.73
H: -13.28 -13.96 -7.38
H: -12.45 -11.54 -7.43
H: -13.80 -11.79 -6.39
H: -14.10 -11.07 -7.97
H: -15.27 -14.32 -8.37

Question: energy of number 3 (C7H7N)?
Answer: -325.57950 Ha

Repeat the third record exactly.
Density functional theory data (ωB97M-V with the def2-TZVPD basis set) for an isolated molecule of C7H7N in a non-equilibrium geometry.

* energy: -325.57950 Ha
* relative energy (zero: lowest compared OMol25 entry of this formula, charge and spin): 2.1550 eV
* SMILES: N#CC1=C[C@H]2C[C@@H]1C2
* frontier orbital gap: 0.360 Ha

Atoms and positions in Å:
N: -3.77 -0.12 0.00
C: -2.60 0.00 -0.06
C: -1.19 0.05 -0.12
C: -0.44 1.17 -0.02
C: 1.04 0.81 0.03
C: 0.81 -0.34 1.04
C: -0.04 -0.98 -0.06
C: 1.00 -0.37 -1.01
H: -0.74 2.22 -0.11
H: 1.73 1.62 0.07
H: 0.07 -0.09 1.91
H: 1.66 -0.94 1.45
H: -0.27 -2.08 -0.11
H: 2.04 -0.89 -0.97
H: 0.72 -0.06 -2.03